5 unconnected molecules or ions with the total composition C12H37N3O5, computed with the ωB97M-V functional and the def2-TZVPD basis.

Summary:
SMILES string: COC[C@H](C)N.COC[C@H](C)N.COC[C@H](C)N.O.O
LUMO energy in eV: 0.282
HOMO energy in eV: -8.862
Strongest force on any atom in hartree/bohr: 0.02554
Relative energy (zero: lowest compared OMol25 entry of this formula, charge and spin) in kcal/mol: 15.7
E_tot in eV: -27750.290

Last column: Löwdin charge in e.
Atoms and positions in Å:
H -3.0221 0.1107 0.5762  0.081
H 0.8124 -0.3670 -0.8229  0.003
H -4.1778 -0.0087 -0.7595  0.092
H -5.0704 -3.2082 -2.3040  0.076
H 4.4533 1.8184 0.2281  0.079
H 4.4912 2.5608 -4.3077  0.087
C 0.3379 -2.0221 2.2254  -0.126
H 0.5003 -3.0975 2.2105  0.093
H -4.2027 -1.7282 -2.5856  0.068
H -4.3780 -4.4272 -0.4160  0.070
C 3.3642 1.8605 0.2447  -0.061
O 4.5386 2.8125 -2.2592  -0.196
H -0.4778 0.6178 1.9227  0.116
C -3.1119 0.0511 -0.5217  -0.093
O 1.9539 -2.1657 -0.9600  -0.044
H -2.1468 -3.5855 -2.0612  0.138
H 1.4741 0.1397 3.2761  0.124
C 2.7730 2.9127 -0.6582  -0.443
H 3.1457 3.9050 -0.3733  0.138
H 0.8986 3.4756 -1.2015  0.064
N 1.3046 2.9523 -0.4227  0.041
H -0.6278 2.1820 4.5443  0.082
O 0.3318 -1.5488 3.5316  -0.174
H -0.6780 -0.2325 -1.1934  0.023
H 2.5899 3.3776 -2.7647  0.121
H -2.5611 0.9182 3.6702  0.061
H 6.0370 3.0772 -3.5703  0.084
C -2.7906 -2.2823 -0.4515  -0.218
H 1.1471 -1.5949 1.5997  0.076
C -4.0712 -2.8103 -2.5275  -0.054
H -1.1004 2.7893 2.9014  0.077
C 3.1410 2.6824 -2.1174  -0.223
C -3.0520 -3.3163 -1.5114  -0.429
H -2.6602 0.9708 -0.8845  0.095
H 1.9336 -2.9462 -1.5219  0.050
O -2.4062 -1.0613 -1.0174  -0.222
H 4.6760 4.2407 -3.7452  0.087
C -0.4581 2.1231 3.4672  -0.066
H -3.5470 -5.3054 -1.5257  0.070
H -0.5663 -1.7310 1.6717  0.063
H 3.0289 2.0060 1.2661  0.071
O 0.0675 0.2435 -0.7948  -0.066
H -2.3451 -0.4193 2.7422  0.047
H 0.4848 0.0155 4.7477  0.129
H 2.7129 -2.2988 -0.3830  0.049
H -3.7007 -2.1883 0.1647  0.135
H -2.0351 -2.6191 0.2702  0.118
N -1.9232 0.1669 3.4502  0.057
C 4.9605 3.2016 -3.5505  -0.109
H 3.0304 0.8788 -0.1224  0.072
C 0.4868 -0.1558 3.6701  -0.213
H 0.9489 2.0032 -0.6005  0.023
C -0.6086 0.6781 3.0054  -0.435
H 2.8652 1.6444 -2.3824  0.132
N -3.4703 -4.5588 -0.8488  0.030
H -3.8858 -3.1558 -3.5490  0.076
H 0.5849 2.4183 3.3297  0.075

Force components x, y, z for each atom (eV/Å):
H -0.051 -0.099 -0.149
H -0.022 -0.263 -0.070
H 0.031 0.092 -0.188
H 0.143 0.045 0.224
H -0.004 0.263 -0.075
H 0.162 0.045 -0.090
C 0.382 0.589 -1.110
H -0.344 -0.068 0.221
H 0.378 0.009 0.109
H -0.029 -0.111 -0.062
C 0.223 -0.562 -0.218
O 0.221 0.262 0.027
H -0.128 0.078 -0.115
C -0.027 0.170 0.979
O 0.067 0.007 0.034
H 0.244 0.326 0.231
H -0.102 0.058 -0.040
C -0.565 0.758 0.318
H 0.152 -0.128 -0.064
H -0.041 0.179 0.325
N 0.397 -0.541 -0.989
H -0.342 0.081 -0.042
O 0.069 -0.341 0.368
H 0.134 -0.146 0.221
H 0.125 0.040 0.004
H -0.026 0.064 -0.147
H 0.119 0.105 -0.150
C 0.039 -0.443 1.017
H 0.035 0.066 0.407
C -1.052 -0.043 -0.597
H -0.088 0.160 0.087
C 0.007 -0.570 0.231
C -0.275 -0.670 -0.556
H -0.052 -0.088 -0.377
H -0.055 0.033 -0.043
O 0.048 0.473 -0.462
H 0.117 0.031 -0.094
C 0.790 -0.474 -0.075
H -0.089 -0.043 0.022
H -0.113 -0.348 0.136
H -0.084 -0.045 0.137
O -0.016 0.091 -0.093
H -0.073 -0.054 0.138
H -0.078 0.090 -0.010
H -0.007 0.039 0.024
H -0.065 0.237 -0.285
H 0.101 -0.089 -0.285
N 0.293 -0.027 -0.294
C -0.528 -0.292 0.280
H -0.093 0.036 0.259
C 0.198 -0.053 -0.097
H -0.029 0.330 0.324
C -0.336 -0.020 0.716
H -0.192 0.244 -0.154
N 0.263 0.268 0.171
H 0.261 0.007 0.120
H -0.090 0.242 -0.197